{"formula": "C4H11N3O2", "method": "ωB97M-V/def2-TZVPD", "e_homo_ev": -8.4, "gap_ev": 9.0, "smiles": "[H]/N=C(\\N)NC.CC(=O)O", "elements": ["H", "N", "C", "N", "N", "C", "H", "H", "H", "H", "H", "H", "C", "C", "O", "O", "H", "H", "H", "H"], "positions_angstrom": [[-0.72376, -1.08995, -1.80787], [-1.44491, -0.44148, -1.36269], [-1.59382, -0.46538, -0.12866], [-0.75034, -1.18616, 0.65460], [-2.41213, 0.42846, 0.54213], [-3.55182, 1.06502, -0.26287], [-0.69715, -0.89743, 1.68863], [0.05804, -1.60720, 0.29278], [-2.39198, 0.28505, 1.44406], [-4.48697, 0.69175, 0.13993], [-3.73684, 0.82960, -1.33400], [-3.25095, 2.03537, -0.18471], [3.24064, -0.94126, -0.00673], [2.77685, 0.52320, 0.09998], [1.71237, 1.00939, 0.33801], [3.74543, 1.55441, -0.08714], [2.91102, -1.66790, 0.60502], [4.32133, -0.94727, 0.03489], [2.86721, -1.49767, -0.82909], [3.40778, 2.31946, 0.16373]], "forces_ev_per_angstrom": [[-1.376, 1.116, 1.395], [0.145, -0.808, -4.193], [1.639, 1.047, 0.783], [-0.997, 0.153, 4.937], [-0.371, -0.589, -7.997], [0.325, -3.057, 0.844], [0.156, -0.827, -2.425], [0.811, -0.158, -0.581], [-1.021, -0.392, 5.670], [-0.284, 0.888, 0.745], [1.560, -0.454, 0.678], [-0.635, 3.074, 0.127], [1.664, 3.075, -1.643], [0.456, 2.727, 0.199], [-1.393, -1.751, 0.332], [3.652, -8.415, -2.029], [-1.448, -1.379, 3.825], [0.185, -0.121, -0.341], [-0.022, 0.569, -2.091], [-3.046, 5.302, 1.762]]}

{"formula": "C45H48Ge2N2O3PReSSe2", "method": "ωB97M-V/def2-TZVPD", "total_charge": 2, "spin_multiplicity": 3, "e_homo_ev": [-13.2, -13.0], "gap_ev": [8.1, 6.5], "elements": ["Re", "C", "Se", "C", "C", "Se", "C", "H", "H", "H", "H", "H", "H", "H", "H", "H", "H", "O", "C", "O", "C", "C", "C", "C", "C", "C", "P", "C", "C", "C", "C", "C", "C", "C", "C", "C", "C", "C", "C", "H", "H", "H", "H", "H", "H", "H", "H", "H", "H", "H", "H", "H", "H", "O", "S", "N", "N", "C", "C", "C", "C", "C", "C", "C", "H", "H", "H", "H", "H", "C", "Ge", "C", "C", "Ge", "C", "C", "C", "C", "C", "C", "C", "C", "C", "C", "C", "C", "H", "H", "H", "H", "H", "H", "H", "H", "H", "H", "H", "H", "H", "H", "H", "H", "H", "H", "H"], "positions_angstrom": [[-0.06290, -0.90321, -0.15394], [3.69800, -1.94145, 1.70104], [2.48885, -1.57654, 0.21127], [2.40502, -3.39973, -0.55029], [1.93958, -3.35547, -1.99728], [1.06574, -1.63469, -2.50787], [-0.36725, -2.42746, -3.54894], [3.49292, -2.92560, 2.11691], [3.56991, -1.16922, 2.46130], [4.71707, -1.89856, 1.31094], [1.72009, -3.97438, 0.08338], [3.40391, -3.83418, -0.46954], [1.22363, -4.15230, -2.20124], [2.78689, -3.45580, -2.68190], [0.03956, -2.78982, -4.49045], [-1.11776, -1.66211, -3.73107], [-0.80594, -3.24096, -2.97578], [1.18890, 3.05930, 0.72398], [1.01706, 1.87189, 1.01624], [1.02698, 1.00045, 0.07183], [0.98811, 1.53478, 2.46813], [1.70680, 2.39135, 3.30377], [1.75968, 2.17929, 4.66832], [1.06688, 1.12003, 5.23487], [0.31156, 0.29034, 4.42672], [0.27389, 0.48336, 3.04509], [-0.84080, -0.57997, 2.10797], [-0.65771, -2.18366, 2.95201], [0.64050, -2.62256, 3.19999], [0.86920, -3.82634, 3.83465], [-0.20483, -4.61731, 4.21216], [-1.49891, -4.19364, 3.95747], [-1.73086, -2.97966, 3.33096], [-2.53608, -0.08395, 2.49773], [-2.83575, 0.76660, 3.55444], [-4.16005, 1.06012, 3.83376], [-5.17536, 0.50800, 3.07092], [-4.86969, -0.31309, 1.99502], [-3.55112, -0.60052, 1.69813], [2.20452, 3.24351, 2.87000], [2.32492, 2.85679, 5.28844], [1.08994, 0.95775, 6.30124], [-0.26641, -0.51514, 4.86039], [1.46321, -1.98192, 2.91288], [1.87771, -4.14901, 4.04617], [-0.03224, -5.55902, 4.70911], [-2.33092, -4.81632, 4.24768], [-2.74036, -2.64351, 3.14906], [-2.04727, 1.21570, 4.13963], [-4.39602, 1.73146, 4.64477], [-6.20342, 0.73508, 3.30432], [-5.66218, -0.71741, 1.38412], [-3.27989, -1.20480, 0.83999], [-1.45115, 1.84061, 0.97334], [-1.99246, 1.58029, -0.36678], [-1.52506, 0.22993, -0.87686], [-1.16681, -2.50667, -0.38878], [-1.99936, -3.26193, -0.70665], [-3.07718, -4.02131, -1.16918], [-4.36813, -3.69105, -0.72172], [-5.46491, -4.32232, -1.26751], [-5.30024, -5.29072, -2.24824], [-4.02656, -5.63802, -2.67778], [-2.91648, -5.01700, -2.14482], [-4.48675, -2.94055, 0.04357], [-6.45527, -4.05835, -0.93192], [-6.16554, -5.77310, -2.67414], [-3.90178, -6.39380, -3.43623], [-1.92794, -5.30039, -2.47435], [4.59460, 4.56368, -2.41780], [3.89934, 3.45970, -0.91481], [4.07681, 4.43096, 0.81281], [4.80554, 1.68500, -0.70517], [1.45282, 2.86615, -1.56409], [1.38329, 1.56908, -3.14419], [2.58319, 1.51108, -3.84519], [2.65976, 0.93324, -5.10111], [1.51394, 0.43730, -5.70020], [0.31195, 0.47845, -5.01098], [0.24994, 1.00705, -3.72552], [-0.13291, 4.09243, -1.62617], [-0.01259, 5.29877, -0.94827], [-1.08080, 6.17377, -0.87182], [-2.29237, 5.83953, -1.45728], [-2.41260, 4.65677, -2.16631], [-1.33464, 3.78763, -2.25773], [5.64272, 4.78044, -2.23235], [4.05651, 5.50683, -2.46837], [4.50002, 4.06474, -3.37793], [5.02112, 4.97115, 0.78688], [4.10885, 3.72700, 1.63993], [3.27575, 5.14207, 0.98667], [5.78283, 1.84042, -0.25301], [4.94415, 1.17654, -1.65440], [4.22668, 1.03260, -0.04999], [3.47778, 1.93339, -3.40260], [3.60480, 0.90287, -5.62359], [1.55580, 0.02445, -6.69825], [-0.58920, 0.12945, -5.49508], [-0.69044, 0.97954, -3.18538], [0.92933, 5.54613, -0.47511], [-0.96740, 7.11869, -0.36258], [-3.13577, 6.50711, -1.37521], [-3.34254, 4.41449, -2.66053], [-1.42791, 2.89943, -2.86571]], "forces_ev_per_angstrom": [[0.835, 1.931, 0.536], [-0.124, -0.052, 0.289], [0.450, -0.441, -0.396], [-0.015, 0.019, 0.411], [0.033, 0.202, -0.208], [0.134, -0.333, 0.052], [-0.145, -0.076, 0.120], [-0.043, 0.057, 0.044], [-0.047, -0.065, -0.096], [-0.231, 0.010, -0.073], [0.161, 0.146, -0.132], [-0.111, 0.104, 0.003], [0.056, 0.085, -0.006], [-0.222, 0.040, 0.113], [0.023, 0.042, 0.042], [0.060, 0.019, 0.015], [0.019, 0.023, -0.125], [0.055, -0.191, -0.575], [0.312, 0.661, 0.707], [-0.360, -0.864, -0.998], [-0.024, -0.101, 0.338], [-0.029, -0.050, -0.130], [-0.047, -0.055, 0.021], [-0.014, 0.054, 0.005], [0.099, 0.065, -0.120], [-0.162, -0.023, 0.125], [0.215, -0.396, 0.054], [0.102, 0.017, -0.085], [0.024, 0.097, -0.086], [0.079, -0.049, -0.019], [-0.087, -0.029, 0.001], [0.008, -0.174, -0.001], [0.011, 0.159, -0.112], [0.126, -0.107, -0.163], [0.009, -0.103, -0.078], [0.031, 0.021, 0.040], [0.006, 0.020, -0.052], [-0.143, -0.006, -0.051], [0.203, -0.011, 0.098], [0.082, 0.031, -0.062], [0.068, 0.047, 0.087], [0.015, -0.009, 0.104], [0.044, 0.005, 0.082], [0.049, -0.076, 0.124], [0.101, -0.025, 0.027], [0.003, -0.094, 0.059], [-0.102, -0.022, 0.061], [-0.124, -0.016, 0.044], [0.003, 0.021, 0.049], [-0.038, 0.036, 0.092], [-0.119, 0.014, -0.002], [-0.107, -0.035, -0.066], [-0.124, -0.048, 0.002], [-0.513, 1.079, -0.361], [0.341, -1.277, 0.787], [-0.137, 0.202, -0.508], [-1.793, -1.999, -0.604], [1.732, 1.475, 0.673], [-1.059, -0.702, -0.343], [0.304, 0.002, 0.010], [-0.091, -0.030, 0.009], [0.127, 0.104, 0.076], [-0.028, -0.069, -0.021], [0.148, 0.166, 0.146], [-0.057, 0.094, 0.069], [-0.088, 0.020, 0.050], [-0.075, -0.068, -0.055], [0.027, -0.101, -0.061], [0.082, 0.007, -0.043], [-0.191, -0.374, 0.507], [-0.180, -0.079, -0.254], [-0.201, -0.281, -0.555], [-0.354, 0.514, -0.079], [0.085, 0.161, -0.150], [-0.013, 0.765, 0.986], [0.138, 0.101, 0.280], [0.046, -0.063, -0.141], [0.058, -0.031, 0.031], [-0.109, 0.090, 0.113], [-0.262, 0.193, -0.178], [0.844, -0.745, -0.040], [0.151, 0.022, 0.150], [0.070, 0.090, 0.028], [0.004, -0.033, -0.041], [-0.040, -0.026, -0.033], [0.144, 0.119, -0.327], [0.144, 0.013, -0.002], [-0.079, 0.056, 0.052], [0.006, -0.083, -0.044], [0.079, 0.028, -0.048], [-0.016, -0.103, 0.016], [-0.094, 0.053, -0.039], [0.076, 0.095, 0.033], [-0.019, -0.025, -0.127], [-0.063, 0.069, 0.008], [0.050, -0.002, -0.066], [0.059, -0.014, -0.037], [-0.005, 0.007, -0.046], [-0.084, -0.122, 0.028], [0.012, 0.072, -0.098], [-0.023, 0.087, 0.106], [-0.009, 0.056, 0.089], [-0.067, 0.095, -0.024], [-0.059, -0.028, -0.018], [-0.019, -0.049, -0.012]]}